100
Properties=species:S:1:pos:R:3 method="wB97M-V/def2-TZVPD" homo_lumo_gap_ev=9.44 de_lowest_kj_mol=303.8 max_force_ha_per_bohr=0.061 total_charge=0 homo_ev=-9.44 total_energy_ha=-1931.36365 smiles="CC(C)=O.CC(C)=O.CC(C)=O.CC(C)=O.CC(C)=O.CC(C)=O.CC(C)=O.CC(C)=O.CC(C)=O.CC(C)=O"
C 0.9822 12.5995 -14.5935
C 0.2140 12.8893 -15.8896
C 0.6831 13.9830 -16.7795
O -0.7406 12.2021 -16.2645
H 0.8917 13.3741 -13.8320
H 2.0599 12.4729 -14.6963
H 0.6022 11.6545 -14.2052
H 1.7666 13.9262 -16.8840
H 0.4666 14.9096 -16.2479
H 0.1380 13.9742 -17.7234
C 8.7177 14.0086 -10.3983
C 7.5961 12.9988 -10.6839
C 7.7395 11.6490 -10.0166
O 6.6492 13.2257 -11.4296
H 9.5801 13.5783 -9.8890
H 8.3321 14.8238 -9.7861
H 9.1446 14.4583 -11.2947
H 7.1050 10.9711 -10.5876
H 7.4517 11.6663 -8.9654
H 8.7864 11.3457 -10.0257
C 4.6661 10.7008 0.6513
C 4.9010 10.5194 -0.7944
C 5.7360 11.5525 -1.4499
O 4.4054 9.6331 -1.4189
H 5.3293 11.5211 0.9256
H 5.0920 9.9250 1.2875
H 3.6292 10.9737 0.8477
H 5.5380 11.6208 -2.5196
H 6.7737 11.2621 -1.2860
H 5.5774 12.5200 -0.9736
C -4.8405 17.1048 -5.0291
C -4.0317 15.7883 -5.1497
C -2.5014 15.8430 -4.7807
O -4.5791 14.8080 -5.6509
H -5.8864 17.0063 -5.3198
H -4.3614 17.8379 -5.6781
H -4.9396 17.4290 -3.9932
H -1.9761 15.1791 -5.4672
H -2.3355 15.4441 -3.7799
H -2.1604 16.8621 -4.9631
C 3.4430 8.2038 -7.6165
C 2.6563 9.4901 -7.8905
C 2.7461 10.5389 -6.8162
O 1.9406 9.5710 -8.8964
H 3.2905 7.4708 -8.4086
H 3.1105 7.7931 -6.6632
H 4.5042 8.4518 -7.5964
H 2.3715 11.4773 -7.2251
H 3.8072 10.6387 -6.5877
H 2.0766 10.3662 -5.9736
C 12.2414 4.8394 -8.3301
C 11.0020 5.3459 -9.0943
C 9.6620 4.6544 -8.8735
O 11.0216 6.3533 -9.8349
H 12.2554 3.7630 -8.5015
H 12.1142 5.0611 -7.2705
H 13.1604 5.2714 -8.7261
H 9.1309 4.5445 -9.8190
H 9.1425 5.2684 -8.1378
H 9.8102 3.7036 -8.3616
C 4.5058 16.4616 -6.8368
C 4.2860 16.2981 -5.3416
C 5.4541 16.5782 -4.4171
O 3.2205 15.9181 -4.8603
H 3.8701 17.2868 -7.1579
H 4.2591 15.5165 -7.3205
H 5.5588 16.6488 -7.0470
H 5.8387 17.5956 -4.4893
H 6.2655 15.9411 -4.7691
H 5.3042 16.3232 -3.3680
C 2.8032 6.3743 -15.2064
C 4.2857 6.2738 -15.0326
C 4.9169 6.5000 -13.6713
O 4.9539 6.0105 -16.0130
H 2.5723 7.2706 -15.7821
H 2.2251 6.3339 -14.2832
H 2.4558 5.5922 -15.8815
H 6.0069 6.4971 -13.6629
H 4.7550 5.6425 -13.0180
H 4.4637 7.3790 -13.2129
C -2.0971 9.9577 -2.7942
C -1.2689 10.0077 -1.4999
C -0.7908 8.6738 -1.0097
O -0.9498 11.0520 -0.9119
H -2.6686 9.0296 -2.8067
H -1.5360 9.9593 -3.7287
H -2.8723 10.7198 -2.8735
H -1.6711 8.1993 -0.5761
H -0.0387 8.8897 -0.2508
H -0.3781 8.0291 -1.7856
C 3.2555 2.1237 -5.5048
C 3.9434 1.0226 -4.8291
C 5.2728 0.6322 -5.4254
O 3.5371 0.4981 -3.8018
H 3.9967 2.9230 -5.5031
H 2.3506 2.3897 -4.9584
H 3.0191 1.7633 -6.5059
H 5.7838 1.3551 -6.0613
H 5.2028 -0.2792 -6.0191
H 5.8614 0.5004 -4.5175

15
Properties=species:S:1:pos:R:3 method="wB97M-V/def2-TZVPD" homo_lumo_gap_ev=9.46 de_lowest_kj_mol=115.1 max_force_ha_per_bohr=0.106 total_charge=0 homo_ev=-8.54 total_energy_ha=-283.93926
H -1.6815 1.2172 -2.8922
N -1.6032 0.6465 -1.9537
C -0.5384 0.5852 -1.2622
N 0.3817 1.5833 -1.3339
N -0.2316 -0.4318 -0.3548
C 0.5451 -0.1963 0.9602
C 0.2447 -1.4078 1.7499
H 1.3514 1.4636 -1.0027
H 0.2125 2.4923 -1.4457
H -0.8410 -1.2609 -0.5038
H 1.6253 -0.1734 0.7100
H 0.2258 0.7193 1.3736
H -0.9080 -1.5035 1.9997
H 0.5306 -2.3079 1.2168
H 0.6867 -1.4260 2.7389

122
Properties=species:S:1:pos:R:3 method="wB97M-V/def2-TZVPD" homo_lumo_gap_ev=7.69 de_lowest_kj_mol=21.9 max_force_ha_per_bohr=0.014 total_charge=+1 homo_ev=-9.94 total_energy_ha=-4647.50062
Mg -0.4970 -2.0220 0.9195
N -0.4998 -4.8656 2.5797
C 0.2557 -3.9275 3.2592
C 0.9943 -4.3621 4.3688
C 1.7206 -3.4466 5.0846
C 1.6996 -2.1005 4.7050
C 0.9694 -1.7639 3.5975
N 0.2693 -2.6545 2.8572
C -1.6174 -4.6990 1.7578
C -2.4002 -5.8212 1.5041
C -3.5649 -5.6648 0.7904
C -3.9297 -4.4024 0.3340
C -3.0698 -3.3634 0.5644
N -1.9144 -3.4940 1.2687
H -0.3879 -5.8055 2.9165
H 0.9718 -5.4064 4.6592
H 2.2952 -3.7648 5.9453
H 2.2433 -1.3456 5.2568
H 0.9327 -0.7374 3.2488
H -2.0894 -6.7966 1.8595
H -4.1885 -6.5256 0.5846
H -4.8447 -4.2410 -0.2187
H -3.2727 -2.3718 0.1741
C -2.8020 2.6996 2.9974
N -2.3757 1.3292 2.7514
C -1.5710 0.8567 1.8102
N -1.5233 -0.4646 1.8811
C -2.3853 -0.7479 2.9097
N -2.9215 0.3112 3.4591
C -1.6823 3.7174 2.9864
C -1.9989 5.0472 2.7207
C -1.0336 6.0384 2.8269
C 0.2663 5.7139 3.1818
C 0.5975 4.3841 3.4105
C -0.3740 3.3900 3.3159
C 1.9723 4.0361 3.7792
N 2.8249 4.7369 4.4370
N 3.9832 3.9623 4.5300
C 3.7336 2.8621 3.9160
O 2.4691 2.8273 3.4174
C 4.6207 1.7282 3.6482
C 5.6621 1.4071 4.5132
C 6.4842 0.3328 4.2099
C 6.2797 -0.4106 3.0514
C 5.2550 -0.0740 2.1756
C 5.0526 -0.8267 0.8734
N 3.6386 -0.9061 0.5282
C 2.7280 -1.7627 0.9737
N 1.5239 -1.3771 0.5871
C 1.7811 -0.2340 -0.1295
N 3.0489 0.0896 -0.1752
C 4.4234 0.9928 2.4868
H -3.2808 2.6841 3.9718
H -3.5655 2.9571 2.2629
H -1.0329 1.4752 1.1088
H -2.6135 -1.7481 3.2405
H -3.0180 5.3112 2.4537
H -1.2999 7.0715 2.6400
H 1.0292 6.4762 3.2840
H -0.1009 2.3661 3.5435
H 5.8158 1.9983 5.4078
H 7.2919 0.0687 4.8810
H 6.9339 -1.2470 2.8245
H 5.4564 -1.8353 0.9293
H 5.5358 -0.3035 0.0521
H 2.9619 -2.6348 1.5674
H 1.0155 0.3360 -0.6291
H 3.6339 1.2859 1.8069
S -0.9000 -5.0726 -1.5961
P -0.1608 -3.3938 -2.2766
S -0.9414 -1.6714 -1.4808
C -0.2680 -3.2283 -4.0819
C 0.0325 -4.3582 -4.8427
C 0.0390 -4.2799 -6.2263
C -0.2589 -3.0766 -6.8574
C -0.5713 -1.9555 -6.1027
C -0.5742 -2.0286 -4.7139
C 1.6578 -3.3495 -2.0187
C 2.3134 -4.3901 -1.3684
C 3.7032 -4.3860 -1.2635
C 4.4389 -3.3437 -1.8121
C 3.7854 -2.3000 -2.4603
C 2.4020 -2.3038 -2.5656
H 0.2472 -5.2977 -4.3460
H 0.2747 -5.1574 -6.8164
H -0.2468 -3.0154 -7.9391
H -0.8140 -1.0151 -6.5837
H -0.8125 -1.1451 -4.1391
H 1.7257 -5.2118 -0.9773
H 4.2101 -5.2125 -0.7793
H 5.5219 -3.3556 -1.7586
H 4.3562 -1.4894 -2.8998
H 1.8964 -1.4992 -3.0896
C -0.2159 5.1267 -1.7151
C -0.9884 3.8319 -1.4660
C -2.4837 4.0469 -1.6998
N -3.3455 2.9758 -1.1794
C -3.2191 1.6505 -1.3267
S -3.9523 0.5754 -0.2725
N -2.4376 1.2137 -2.3753
C -2.3601 1.6792 -3.6975
O -1.4477 1.3006 -4.3947
C -3.4263 2.5920 -4.1944
C -4.7566 2.4135 -3.8281
C -5.7315 3.2534 -4.3477
C -5.3752 4.2746 -5.2208
C -4.0457 4.4449 -5.5912
C -3.0739 3.5964 -5.0878
H 0.8590 4.9666 -1.6255
H -0.5044 5.8975 -0.9961
H -0.4135 5.5109 -2.7195
H -0.8382 3.5071 -0.4307
H -0.6097 3.0473 -2.1218
H -2.6797 4.2126 -2.7593
H -2.7885 4.9486 -1.1693
H -4.0181 3.2264 -0.4752
H -1.9699 0.3199 -2.2322
H -5.0377 1.6080 -3.1566
H -6.7686 3.1077 -4.0721
H -6.1369 4.9324 -5.6226
H -3.7700 5.2347 -6.2788
H -2.0366 3.7039 -5.3833